Record 1
The following is a quantum chemistry calculation of a 2-piece molecular cluster, C5H14O2 overall, from OMol25.

Geometry as XYZ:
```
21
Properties=species:S:1:pos:R:3
O 1.5803 1.1843 4.1281
O -2.6035 -0.0807 -0.1947
C 0.5124 0.7967 -2.2826
C -0.3249 -1.2859 -0.3655
C 0.5106 -0.0537 0.1537
C -1.8839 -1.2767 0.0775
C 1.3737 0.4733 -1.0213
H -0.1917 0.7923 0.4055
H 0.1449 -2.2855 -0.0362
H 2.3220 0.0991 -1.3614
H 0.2261 1.8543 -2.3942
H -2.0415 -1.6607 1.0492
H -2.0646 0.7469 -0.2617
H 1.5671 0.4765 4.8464
H 0.7208 1.4988 4.1179
H 1.2092 -0.1503 1.0134
H -2.6288 -1.8896 -0.5480
H 0.9789 0.4559 -3.2546
H -0.5102 0.2420 -2.1085
H -0.5127 -1.3396 -1.4807
H 1.6158 1.4025 -0.4822
```

Output
**Net charge**: 0
**HOMO**: -9.830 eV
**DFT total energy**: -9504.798 eV
**Max |F|**: 3.93 eV Å⁻¹
**SMILES**: CCCCCO.O
**Frontier orbital gap**: 10.5 eV
**2S+1**: 1
**M**: 106.2 g/mol
**Energy above the lowest of the compared OMol25 structures with the same formula, charge and spin**: 50.8 kcal per mole

How positive or negative is each atom? The natural (NBO) charges in e answer that: -0.932 -0.741 -0.630 -0.453 -0.402 -0.058 -0.421 0.181 0.222 0.216 0.210 0.155 0.467 0.470 0.462 0.237 0.181 0.215 0.199 0.219 0.204

Record 2
The following is a quantum chemistry calculation of a single C5H14O2SSi molecule, from OMol25.

Geometry as XYZ:
```
23
Properties=species:S:1:pos:R:3
S 0.6643 -1.8607 1.9322
Si -0.3731 0.9591 -0.7710
O 1.6369 -0.8164 2.0998
O -0.3526 -1.4251 0.6881
C 0.2188 -0.8487 -0.4855
C 0.6033 1.5531 -2.3026
C 0.0514 1.9748 0.7849
C -2.2404 0.9833 -1.1608
C 1.2329 -3.3789 2.3320
H 0.4724 -4.1148 2.1144
H -2.8280 0.5918 -0.3357
H 1.6751 1.5455 -2.1206
H -2.4724 0.3907 -2.0415
H 0.6710 1.3920 1.4619
H -0.0044 -1.5142 -1.3227
H 0.5974 2.8799 0.5359
H -0.8422 2.2710 1.3282
H 0.4165 0.9221 -3.1668
H -2.5774 1.9992 -1.3533
H 2.1882 -3.5873 1.8792
H 1.3058 -0.8396 -0.3577
H -0.3696 -1.6431 2.8360
H 0.3258 2.5663 -2.5744
```

Output
**<S²>**: 2.007
**Net charge**: 0
**HOMO (spin up / spin down)**: -4.816 / -9.699 eV
**DFT total energy**: -28213.198 eV
**Max |F|**: 4.26 eV Å⁻¹
**Frontier orbital gap (spin up / spin down)**: 5.5 / 7.6 eV
**2S+1**: 3
**M**: 166.3 g/mol
**Energy above the lowest of the compared OMol25 structures with the same formula, charge and spin**: 0.0 kcal per mole

How positive or negative is each atom? The natural (NBO) charges in e answer that: 1.534 1.562 -0.944 -0.752 -0.522 -1.095 -1.109 -1.093 -0.543 0.193 0.239 0.236 0.234 0.262 0.199 0.238 0.235 0.233 0.234 0.208 0.201 0.018 0.235

> Which value of max |F| does entry 2 give?

4.26 eV Å⁻¹

> Which of these has the highest energy above the lowest of the compared OMol25 structures with the same formula, charge and spin?

C5H14O2

> The lowest 2S+1 belongs to which entry?

C5H14O2